Record 1
DFT (the ωB97M-V functional and the def2-TZVPD basis) results for a 2-piece molecular cluster, CH3NO2S2 overall in a non-equilibrium geometry.

Each line ends with the Löwdin charge.
Geometry (Å):
C: -0.47 0.92 -1.26  -0.2818
N: 1.39 -0.69 1.00  -0.3249
O: -0.99 -1.46 -0.56  -0.6766
O: -0.80 0.08 2.01  -0.5097
S: -0.28 -0.63 -1.58  0.8996
S: 0.03 -1.07 1.59  0.8410
H: 0.21 1.43 -1.86  -0.0116
H: -1.08 1.35 -0.46  0.0535
H: 1.99 0.10 1.13  0.0106

Results
**Calculated total energy**: -1041.413737 Eh
**Energy above the lowest of the compared OMol25 structures with the same formula, charge and spin**: 48.7 kcal per mole
**LUMO energy (spin up / spin down)**: -0.83 / -0.83 eV
**Highest occupied orbital energy (spin up / spin down)**: -10.26 / -10.26 eV
**Gap between HOMO and LUMO (spin up / spin down)**: 9.43 / 9.43 eV
**Charge**: 0

Record 2
DFT (the ωB97M-V functional and the def2-TZVPD basis) results for one molecule with the formula C19H29N3OS in a non-equilibrium geometry.

Each line ends with the Löwdin charge.
Geometry (Å):
C: 4.16 1.71 -0.80  -0.0816
C: 4.90 0.39 -0.72  -0.4237
C: 4.68 -0.42 -2.00  -0.0787
C: 4.54 -0.41 0.54  -0.1618
C: 3.15 -1.06 0.55  -0.1968
N: 2.07 -0.11 0.46  -0.1498
C: 1.76 0.53 1.72  -0.1580
C: 0.76 1.67 1.51  -0.1613
N: -0.43 1.15 0.87  -0.1937
C: -1.49 2.13 0.75  -0.1860
C: -2.77 1.43 0.45  -0.5376
N: -3.68 1.85 -0.34  0.1142
C: -4.74 0.99 -0.42  -0.3118
C: -5.88 1.16 -1.19  -0.0167
C: -6.86 0.19 -1.16  -0.0880
C: -6.72 -0.95 -0.38  -0.0903
C: -5.59 -1.14 0.40  -0.0942
C: -4.61 -0.17 0.38  -0.4561
S: -3.09 -0.12 1.23  1.1005
C: -0.06 0.59 -0.42  -0.1367
C: 0.87 -0.61 -0.20  -0.2872
C: 0.13 -1.73 0.56  -0.1391
C: -0.79 -2.54 -0.35  -0.2785
O: -1.56 -3.48 0.37  -0.0683
H: 4.38 2.33 0.07  0.0763
H: 4.45 2.27 -1.69  0.0745
H: 3.09 1.53 -0.83  0.0520
H: 5.98 0.61 -0.65  0.1290
H: 3.61 -0.54 -2.19  0.0683
H: 5.11 0.10 -2.85  0.0764
H: 5.14 -1.40 -1.92  0.0785
H: 4.64 0.25 1.40  0.1015
H: 5.27 -1.21 0.66  0.1132
H: 3.08 -1.67 1.47  0.1207
H: 3.08 -1.75 -0.29  0.1162
H: 1.35 -0.18 2.46  0.1269
H: 2.68 0.95 2.13  0.1184
H: 1.24 2.46 0.91  0.1278
H: 0.49 2.09 2.48  0.1247
H: -1.60 2.63 1.72  0.1308
H: -1.31 2.90 -0.02  0.1368
H: -5.98 2.05 -1.80  0.1120
H: -7.75 0.32 -1.76  0.1011
H: -7.50 -1.69 -0.37  0.1021
H: -5.48 -2.03 1.01  0.1059
H: 0.45 1.34 -1.05  0.1340
H: -0.97 0.27 -0.94  0.1150
H: 1.18 -0.99 -1.18  0.1480
H: -0.47 -1.27 1.35  0.0803
H: 0.85 -2.40 1.01  0.1177
H: -0.20 -3.13 -1.06  0.1250
H: -1.45 -1.88 -0.92  0.1074
H: -2.08 -3.00 1.02  0.0609

Results
**Calculated total energy**: -1379.095034 Eh
**Energy above the lowest of the compared OMol25 structures with the same formula, charge and spin**: 37.2 kcal per mole
**LUMO energy**: 0.60 eV
**SMILES string**: CC(C)CCN1CCN(Cc2nc3ccccc3s2)C[C@@H]1CCO
**Highest occupied orbital energy**: -8.38 eV
**Gap between HOMO and LUMO**: 8.98 eV
**Charge**: 0

Record 3
DFT (the ωB97M-V functional and the def2-TZVPD basis) results for one molecule with the formula C5H8N2O2 in a non-equilibrium geometry.

Each line ends with the Löwdin charge.
Geometry (Å):
C: 2.42 -0.36 0.33  -0.0355
N: 1.09 -0.16 -0.42  -0.0639
N: 0.07 -1.28 -0.14  0.0590
C: -1.09 -0.64 -0.69  -0.2357
C: -2.30 0.04 -0.31  0.0031
C: -1.10 0.61 0.14  -0.3812
O: -0.80 0.42 1.52  0.0474
C: 0.26 1.07 -0.32  -0.3229
O: 0.67 2.21 -0.61  0.0615
H: 2.08 -0.83 1.34  0.1131
H: 2.83 0.67 0.55  0.0834
H: 3.21 -0.78 -0.35  0.0764
H: 0.22 -1.97 -0.82  0.0937
H: -0.87 -0.29 -1.67  0.1412
H: -3.08 0.38 -1.05  0.1526
H: -2.63 -0.34 0.61  0.1123
H: -0.99 1.25 1.90  0.0956

Results
**Calculated total energy**: -455.100440 Eh
**Energy above the lowest of the compared OMol25 structures with the same formula, charge and spin**: 161.9 kcal per mole
**LUMO energy**: 0.75 eV
**SMILES string**: CN1N[C@H]2C[C@]2(O)C1=O
**Highest occupied orbital energy**: -8.99 eV
**Gap between HOMO and LUMO**: 9.74 eV
**Charge**: 0

Record 4
DFT (the ωB97M-V functional and the def2-TZVPD basis) results for a 7-piece molecular cluster, C4H21NO7S overall in a non-equilibrium geometry.

Each line ends with the Löwdin charge.
Geometry (Å):
C: 0.76 -0.81 -0.58  -0.0479
C: 0.80 -1.39 0.84  -0.3662
C: -0.67 -1.67 1.28  -0.5525
S: -1.60 -2.85 0.32  0.7754
N: 1.22 -0.43 1.88  0.0668
C: 2.05 0.65 1.73  -0.3170
O: 2.83 0.83 0.82  -0.0191
H: 1.69 -0.27 -0.74  0.0637
H: -0.23 -0.47 -0.83  0.0575
H: 1.05 -1.56 -1.35  0.0782
H: 1.37 -2.31 0.86  0.1384
H: -0.56 -2.17 2.27  0.0702
H: -1.24 -0.78 1.53  0.0870
H: -2.35 -2.04 -0.46  -0.1366
H: 0.75 -0.40 2.78  0.1244
H: 1.99 1.38 2.55  0.1327
O: -0.21 -3.77 -2.45  -0.0984
H: -0.09 -4.10 -1.57  -0.0238
H: -0.19 -2.79 -2.41  0.0115
O: -0.55 2.79 0.04  -0.1295
H: -0.91 3.67 -0.14  0.0592
H: 0.44 2.84 -0.33  0.0065
O: -0.01 2.29 -3.20  -0.0555
H: -0.85 2.68 -3.42  0.0384
H: -0.06 2.13 -2.24  -0.0001
O: -0.91 2.23 2.65  -0.1037
H: -0.84 2.44 1.69  -0.0238
H: -0.98 3.10 3.05  0.0265
O: 1.79 2.85 -0.82  -0.0025
H: 2.38 2.57 -0.09  0.0670
H: 1.93 2.16 -1.46  0.0617
O: -2.62 -0.13 -1.46  -0.0903
H: -3.60 -0.12 -1.44  0.0654
H: -2.26 0.68 -1.04  0.0363

Results
**Calculated total energy**: -1144.614149 Eh
**Energy above the lowest of the compared OMol25 structures with the same formula, charge and spin**: 46.8 kcal per mole
**LUMO energy**: 0.13 eV
**SMILES string**: C[C@H](CS)NC=O.O.O.O.O.O.O
**Highest occupied orbital energy**: -9.13 eV
**Gap between HOMO and LUMO**: 9.26 eV
**Charge**: 0